1.
Density functional theory data (ωB97M-V with the def2-TZVPD basis set) for C26H24Co2O9 as an isolated structure at a distorted geometry.

Each line ends with the natural charge from an NBO analysis.
Geometry (Å):
C: -3.28292 -2.18905 2.29421  -0.63
C: -1.80561 -2.15166 2.55122  -0.07
O: -1.31627 -0.87420 2.09246  -0.56
C: 0.04298 -0.76828 2.17357  0.80
C: 0.47286 0.64915 2.00362  -0.45
C: 1.90997 0.85585 2.05034  0.52
O: 2.71152 0.10029 1.50103  -0.68
C: 2.44039 2.10058 2.79467  -0.49
C: 2.77395 3.26660 1.86500  -0.38
C: 1.57999 4.05154 1.33159  -0.40
C: 0.56830 3.22209 0.52556  -0.41
C: -0.68077 2.86291 1.35223  -0.41
C: -0.45994 1.75227 2.39770  -0.41
O: 0.74829 -1.73274 2.39814  -0.68
H: -3.66269 -3.17030 2.58260  0.19
H: -3.80234 -1.43483 2.89301  0.19
H: -3.51632 -2.03017 1.23674  0.23
H: -1.57956 -2.21620 3.62422  0.17
H: -1.27528 -2.95065 2.01779  0.19
H: 1.75432 2.41442 3.59373  0.18
H: 3.37299 1.78410 3.28255  0.21
H: 3.40657 3.96147 2.42941  0.17
H: 3.37925 2.89205 1.02853  0.21
H: 1.06085 4.55699 2.15715  0.18
H: 1.96552 4.83943 0.67106  0.19
H: 0.23634 3.80577 -0.35071  0.19
H: 1.05645 2.32301 0.12482  0.23
H: -1.02845 3.75915 1.89279  0.18
H: -1.49711 2.56558 0.67824  0.20
H: -1.42897 1.30017 2.64462  0.22
H: -0.09004 2.22728 3.32322  0.17
O: 1.89900 1.65662 -4.11370  -0.56
C: 2.03134 0.56309 -3.77299  0.57
Co: 2.22590 -1.10882 -3.29370  -0.09
C: 0.92561 -1.63781 -4.36491  0.47
O: 0.09427 -1.91934 -5.11817  -0.57
C: 3.74229 -1.28739 -4.16989  0.48
O: 4.72515 -1.41663 -4.76044  -0.58
C: 1.88453 -0.63300 -1.35478  -0.42
C: 0.66451 -0.76528 -0.73408  -0.04
C: -0.37994 -0.00288 -0.29714  -0.35
C: -1.70254 -0.26718 -0.85004  0.01
C: -2.44343 0.80000 -1.39894  -0.24
C: -3.61446 0.54517 -2.10214  -0.22
C: -4.07511 -0.76956 -2.25126  -0.30
C: -3.35150 -1.83070 -1.69487  -0.20
C: -2.19210 -1.57829 -0.96792  -0.24
Co: 1.37899 -2.35384 -1.25201  -0.06
C: 2.58437 -3.16150 -2.38160  0.43
O: 3.26510 -4.03541 -2.74495  -0.59
C: 1.41754 -3.35950 0.22468  0.62
O: 1.45940 -4.17675 1.03877  -0.54
C: 0.10822 -3.21034 -2.14068  0.54
O: -0.64942 -3.84636 -2.74262  -0.57
H: 2.67174 0.00837 -0.93536  0.22
H: -0.21445 1.03947 -0.03125  0.21
H: -2.03970 1.81117 -1.29089  0.20
H: -4.15884 1.38011 -2.54201  0.19
H: -4.98499 -0.96922 -2.82083  0.19
H: -3.68443 -2.86173 -1.82197  0.20
H: -1.64133 -2.38511 -0.47541  0.22

Output
HOMO in eV: -0.17
Total energy in Eh: -4447.74776
Relative energy (zero: lowest compared OMol25 entry of this formula, charge and spin) in kcal per mole: 25.2
Charge: -2
Orbital gap in eV: 5.11



2.
Density functional theory data (ωB97M-V with the def2-TZVPD basis set) for C26H24F12N3O2PdS2 as an isolated structure at a distorted geometry.

Each line ends with the Mulliken spin population.
Geometry (Å):
Pd: -0.95687 -0.15565 0.19780  1.23
C: 3.68757 4.18953 -3.16037  0.00
C: 3.04373 3.08311 -2.37375  0.01
C: 3.41577 1.75218 -2.53681  0.00
C: 2.77478 0.76440 -1.83999  0.02
C: 1.73261 1.01487 -0.90260  0.04
N: 1.18557 -0.01645 -0.24764  0.15
C: 1.75835 -1.26402 -0.35274  -0.09
C: 2.93928 -1.50502 0.37399  0.05
C: 3.62180 -2.69372 0.28076  -0.02
C: 3.15345 -3.71167 -0.54140  0.02
C: 3.89865 -5.00982 -0.68736  0.00
C: 1.96390 -3.50961 -1.22423  -0.02
C: 1.25616 -2.31958 -1.14229  0.05
C: -0.02272 -2.12452 -1.96843  0.07
O: -0.58945 -0.93574 -1.97035  0.07
C: -1.08513 -3.17490 -1.46700  -0.01
F: -0.68306 -4.46128 -1.30950  0.00
F: -1.54601 -2.81219 -0.25165  0.00
F: -2.15913 -3.25757 -2.26788  0.00
C: 0.29015 -2.50124 -3.45599  0.00
F: -0.61189 -2.00819 -4.30591  0.00
F: 1.48447 -2.03746 -3.85996  0.00
F: 0.32846 -3.83493 -3.73186  0.00
C: 1.36723 2.37925 -0.73926  -0.01
C: 2.00829 3.35231 -1.48978  0.00
C: 0.24854 2.83271 0.20419  -0.03
O: -0.39716 1.95320 0.96609  0.12
C: -0.82669 3.58112 -0.65718  0.01
F: -0.52744 4.85096 -1.04741  0.00
F: -1.10998 2.90727 -1.77349  0.00
F: -1.99067 3.71853 0.00863  0.00
C: 0.83493 3.86325 1.22106  0.03
F: 1.45580 4.97680 0.74625  0.00
F: -0.12694 4.35213 2.02573  0.00
F: 1.73997 3.28831 2.02009  0.00
H: 4.73874 3.97403 -3.35312  0.00
H: 3.61981 5.13258 -2.61996  0.00
H: 3.18738 4.31614 -4.12339  0.00
H: 4.20350 1.48663 -3.23162  0.00
H: 3.04939 -0.26589 -2.01131  0.00
H: 3.30776 -0.70402 0.99908  0.00
H: 4.53566 -2.83506 0.84647  0.00
H: 4.95551 -4.88158 -0.45381  0.00
H: 3.80761 -5.39003 -1.70417  0.00
H: 3.48973 -5.76271 -0.01106  0.00
H: 1.60342 -4.31291 -1.85024  0.00
H: 1.70954 4.38502 -1.39774  0.00
S: 0.39168 -2.25577 2.47093  0.27
C: -0.55122 -1.06637 2.01185  0.68
C: -3.58072 2.51417 3.58346  0.01
C: -2.73023 1.48039 2.85052  0.06
N: -3.33759 1.19739 1.55539  0.01
C: -3.03554 0.00018 0.90475  -0.01
S: -3.35873 -0.02662 -0.80407  0.29
N: -3.31790 -1.15058 1.67747  0.02
C: -4.56975 -1.22962 2.41113  0.00
C: -4.37439 -2.08225 3.66216  0.01
H: -3.15979 2.72457 4.56426  0.00
H: -4.60287 2.15430 3.70628  0.00
H: -3.60616 3.43823 3.01099  0.00
H: -2.67685 0.54572 3.41017  -0.03
H: -1.70913 1.85546 2.71861  -0.03
H: -3.20341 1.97504 0.91619  -0.01
H: -3.15442 -1.99024 1.13623  0.01
H: -5.37404 -1.65540 1.78888  0.00
H: -4.86594 -0.21754 2.68659  0.00
H: -4.07430 -3.09015 3.38670  0.00
H: -5.29063 -2.13176 4.24988  0.00
H: -3.58248 -1.65773 4.27276  0.00

Output
HOMO (alpha / beta) in eV: -0.18 / -1.16
Total energy in Eh: -3442.53844
2S+1: 4
Relative energy (zero: lowest compared OMol25 entry of this formula, charge and spin) in kcal per mole: 5.1
Charge: -2
Orbital gap (alpha / beta) in eV: 4.83 / 5.56



3.
Density functional theory data (ωB97M-V with the def2-TZVPD basis set) for C26H25AlClN2O4STe as an isolated structure at a distorted geometry.

Each line ends with the natural charge from an NBO analysis.
Geometry (Å):
Al: 10.85228 13.78404 6.10188  1.95
O: 10.76936 13.25234 2.82858  -0.97
S: 10.01329 13.96393 3.81985  2.57
O: 8.89248 14.70636 3.35494  -0.96
O: 9.67061 13.02618 4.99266  -1.08
O: 11.00096 14.88481 4.61152  -1.12
N: 12.87103 13.84783 6.51847  -0.95
C: 13.06290 14.61597 7.73147  0.13
C: 14.14029 15.51768 7.70171  -0.21
C: 14.39212 16.40228 8.75650  -0.21
C: 13.40841 16.39728 9.80511  -0.21
C: 12.39864 15.40668 9.84721  -0.22
C: 12.23688 14.46334 8.82360  0.00
C: 11.27732 13.35613 8.95806  -0.01
C: 10.98016 12.85428 10.24221  -0.21
C: 10.06230 11.79909 10.43982  -0.23
C: 9.41920 11.28738 9.30857  -0.19
C: 9.68303 11.75869 8.01500  -0.23
C: 10.58137 12.83247 7.83445  -0.57
H: 13.26193 12.89007 6.64010  0.46
H: 13.25279 14.22106 5.69257  0.41
H: 14.79491 15.27217 6.89586  0.22
H: 15.20308 17.11123 8.75076  0.22
H: 13.52210 17.18383 10.58355  0.21
H: 11.75383 15.30313 10.72031  0.22
H: 11.50236 13.21038 11.06664  0.20
H: 9.84757 11.41930 11.42035  0.21
H: 8.70965 10.45376 9.32058  0.20
H: 9.18178 11.30626 7.18070  0.22
Cl: 6.76141 15.35905 9.72681  0.02
C: 7.82912 15.93584 8.45893  -0.06
C: 8.18130 17.24038 8.22316  -0.19
C: 9.21524 17.57872 7.34655  -0.23
C: 9.88881 16.57209 6.72154  0.05
N: 9.49908 15.25348 6.87694  -0.52
C: 8.45274 14.95742 7.61628  0.09
H: 7.83265 18.04314 8.93487  0.23
H: 9.42600 18.64701 7.16110  0.23
H: 10.74772 16.79297 6.01635  0.25
H: 8.23203 13.92059 7.72668  0.24
C: 18.39669 10.01288 12.67390  -0.62
C: 17.64706 10.28783 11.42738  -0.05
C: 16.41316 10.91089 11.47546  -0.24
C: 15.55478 11.07930 10.39202  -0.04
C: 14.16672 11.65743 10.55649  -0.65
C: 15.86156 10.48915 9.12567  -0.25
Te: 14.48423 10.50438 7.51092  -0.50
C: 17.15189 9.92125 9.03977  0.05
C: 17.66556 9.42017 7.71471  -0.67
C: 18.04968 9.89428 10.11671  -0.26
H: 17.73706 9.61087 13.43491  0.21
H: 18.89477 10.86915 13.07510  0.20
H: 19.15654 9.30091 12.55038  0.21
H: 16.05906 11.27242 12.43314  0.18
H: 14.05278 12.17933 11.55761  0.19
H: 13.48437 10.76740 10.50704  0.23
H: 13.85935 12.29164 9.72913  0.23
H: 16.95731 8.60803 7.45534  0.23
H: 18.71998 9.13433 7.71752  0.19
H: 17.45605 10.15387 6.91142  0.23
H: 19.04962 9.50403 9.95342  0.18

Output
HOMO in eV: -3.40
Total energy in Eh: -2785.27503
Relative energy (zero: lowest compared OMol25 entry of this formula, charge and spin) in kcal per mole: 39.9
Charge: -1
Orbital gap in eV: 5.11



Which value of total energy does entry 1 give? -4447.74776 Eh



Which value of relative energy (zero: lowest compared OMol25 entry of this formula, charge and spin) does entry 1 give? 25.2 kcal per mole



Look up the relative energy (zero: lowest compared OMol25 entry of this formula, charge and spin) of the second one. 5.1 kcal per mole